No. 1
Density functional theory data (ωB97M-V/def2-TZVPD) for a molecular structure, C28H56Cl6O12.

The geometry in ORCA input format:
```
! RIJCOSX wB97M-V def2-TZVPD def2/J DEFGRID3
* xyz 0 1
O -3.148 -1.816 -7.237
C 1.965 -2.608 -2.284
H 5.967 -3.792 5.344
H 3.297 -1.988 1.946
O -3.305 1.857 0.206
H 1.203 2.690 1.855
O 1.316 -1.371 -2.169
C -4.313 -2.613 -7.525
H -3.379 0.395 1.755
C -2.677 -2.051 -5.941
H -3.127 -2.248 -2.472
C -1.687 0.897 3.430
Cl 0.458 -2.571 4.148
C 4.625 0.210 3.527
C -2.347 -1.611 -2.891
H 1.020 -5.222 -0.147
H -2.151 2.612 2.169
C 6.344 -2.814 5.043
H 2.699 -0.086 0.937
H -0.199 -4.282 0.599
H -4.451 3.827 1.457
H -4.173 1.858 2.112
H 1.208 -1.156 -0.348
C 2.736 -2.207 2.854
H 2.314 0.449 2.515
H -1.957 -1.002 -2.076
H 0.881 -1.593 1.903
Cl 1.190 0.294 1.544
H 1.278 -0.830 -4.186
H -4.495 -1.688 -4.554
Cl 3.509 -3.648 3.771
H 4.900 1.263 3.480
H -4.921 2.631 -0.868
H 6.306 -0.029 4.896
C -3.954 1.190 1.280
H -1.612 6.299 1.640
H -0.729 0.499 3.764
H -2.151 0.068 2.895
C -2.564 5.772 1.583
H -1.640 -1.727 -5.852
C -3.579 -1.246 -4.946
H 2.526 0.786 -1.808
H 6.719 -2.452 6.001
H -4.915 0.831 0.910
H -1.783 4.462 0.767
H -0.489 0.858 -1.007
C -3.992 4.151 0.523
H -3.857 -0.394 -5.567
H 2.876 -1.331 3.488
O -1.402 4.491 -1.376
C 0.980 2.880 0.815
Cl -0.212 3.226 3.507
C -1.235 2.128 2.508
H -2.661 -3.100 -5.646
H -2.744 5.363 2.577
O 1.686 1.039 -2.198
Cl -1.958 0.449 0.826
H -3.283 6.580 1.447
C -0.085 3.595 0.414
H 3.035 -3.935 -0.920
C -0.521 3.728 -0.989
H -3.965 -3.641 -7.620
H -4.571 4.919 0.010
H 1.254 -3.333 -2.678
C -0.782 -0.011 -0.417
H -0.097 -4.150 -1.091
C 1.206 2.018 -1.422
H -0.152 -1.721 -3.642
C 3.134 0.422 1.798
O -0.957 4.230 1.197
Cl -2.905 1.186 4.771
H 2.697 -2.664 -3.089
C 0.435 -0.763 0.312
O 1.353 -3.096 -0.034
C 0.533 -4.249 -0.207
H -1.565 -2.185 -3.388
H -0.741 1.891 1.566
H 3.854 0.124 4.292
C 1.272 -2.393 2.531
H 3.392 1.461 1.594
C 2.498 -2.987 -0.899
H 3.173 -2.239 -0.483
C 0.598 -0.986 -3.348
H 0.130 -0.023 -3.142
C 0.146 2.759 -1.867
O 4.262 -0.244 2.248
H -4.713 -2.304 -8.490
O -2.695 4.690 0.677
O 2.919 1.630 0.278
C -3.971 2.958 -0.447
H 1.095 -3.323 1.989
H -3.296 3.221 -1.262
H 7.313 -2.959 4.566
O -2.961 -0.707 -3.797
C 5.768 -0.633 4.165
O 5.278 -1.958 4.550
H 0.077 -1.683 0.775
H 6.586 -0.789 3.462
H -5.145 -2.581 -6.821
H -0.326 2.609 -2.826
H -1.354 -0.613 -1.123
C 1.885 2.151 -0.112
*
```

Calculated values
**LUMO level**: -0.0495 hartree
**M**: 797.46 g mol⁻¹
**Total energy**: -129618.389 eV
**HOMO-LUMO gap**: 0.2167 hartree

No. 2
Density functional theory data (ωB97M-V/def2-TZVPD) for 8 unconnected molecules or ions with the total composition C28H56F24N8O20S8.

The geometry in ORCA input format:
```
! RIJCOSX wB97M-V def2-TZVPD def2/J DEFGRID3
* xyz 0 1
H -4.410 2.726 -2.000
H -5.838 5.887 -2.889
F -4.192 4.175 6.880
F -2.440 3.215 5.999
H 0.699 1.669 3.270
N -0.391 -3.657 -6.358
N 0.104 -5.858 2.787
H -0.525 1.538 2.010
H -1.087 -0.945 -5.596
H 0.183 -4.466 -8.271
F 1.243 6.569 4.497
C -1.293 -7.161 0.717
F 11.263 -5.454 -3.459
N 11.023 -3.940 -0.716
C -5.652 -3.295 3.313
F 11.378 -3.618 -4.549
C 5.653 1.122 -5.893
C 0.103 -2.709 -5.169
H -7.393 -2.653 6.289
H -6.993 3.381 -0.651
H -2.400 -2.613 -6.232
O 3.949 5.093 -3.903
C -4.422 3.380 -1.128
C 10.888 -3.314 2.045
F -3.850 4.047 4.643
O -3.556 6.909 6.089
H -4.194 -2.067 4.332
H 1.439 -0.280 -5.971
C -3.245 4.245 5.831
H 1.452 0.109 1.729
H -8.405 -3.885 3.223
H 3.576 0.283 3.067
H -4.667 2.775 -0.256
C 3.540 1.341 2.804
H 2.734 2.988 -0.038
H 0.838 -2.838 -8.046
O 2.295 -4.595 2.740
H -1.159 -2.167 -7.513
H -4.018 5.897 -2.446
S 10.345 -3.581 -2.016
C -0.528 -5.032 -5.683
H 0.102 -0.724 -4.425
H -0.964 -5.734 -6.394
F 0.387 -3.854 4.937
C -0.048 -1.203 -5.392
C -6.481 -2.584 5.697
O -7.512 6.509 -0.323
F 5.108 1.388 -7.109
H -5.900 4.728 0.601
O 9.037 -4.195 -2.273
N 3.022 1.500 1.345
H 2.864 1.939 3.415
H 1.641 -4.196 -7.295
N 3.598 2.752 -4.877
H -8.002 7.333 -0.369
F 1.280 3.882 -3.327
O -3.825 -4.103 4.695
H -5.827 -5.038 5.700
C -5.384 5.441 -0.041
F 11.124 -4.576 2.441
H -0.605 -2.790 -4.344
O 5.819 2.461 -3.536
H -5.614 -4.027 2.506
H -5.839 7.554 -0.767
F 6.932 0.841 -6.028
S -1.192 7.647 4.592
S 0.373 -6.251 1.117
F 0.483 7.227 2.474
C -4.234 -3.027 3.817
H 4.434 2.961 0.552
O -0.904 8.443 5.847
F -1.038 -8.463 1.035
O 0.656 -0.670 -6.367
C -4.925 5.334 -2.665
H -6.711 3.038 -2.373
S -2.382 6.001 6.048
O -1.921 8.352 3.484
H 3.177 -0.561 0.568
C 1.496 1.107 1.292
O 6.069 3.776 -5.497
H -3.483 -3.117 3.032
H -6.025 -2.416 2.786
C 1.399 4.306 -4.563
O 0.607 3.218 1.907
H -1.311 -4.945 -4.930
H 1.175 1.127 0.250
H -6.041 7.285 0.850
H -4.871 4.497 -3.360
H -8.812 -3.343 4.848
H -5.625 -2.836 6.321
C -8.095 -3.229 4.036
C -6.628 -5.059 4.960
F 12.739 -3.939 -2.917
H -3.070 -4.483 4.239
C 0.567 7.481 3.802
H 1.116 -2.916 -4.825
H -6.386 -5.733 4.139
C 1.177 -4.940 5.060
S 1.532 -5.680 3.367
H 4.697 0.597 0.446
O 3.443 4.719 -6.301
H -4.300 5.539 0.024
H 3.252 0.733 -0.575
F 2.283 -4.595 5.689
C 11.516 -4.197 -3.385
C -6.168 6.760 -0.097
H -2.225 -3.708 -7.495
H -7.995 -2.221 3.631
F 5.017 0.142 -5.207
C 3.623 0.419 0.401
N -5.434 4.562 -1.357
C 3.383 2.918 0.836
H -6.350 -1.549 5.381
S 3.320 4.217 -4.924
O 8.816 -4.367 0.725
O 10.318 -2.132 -2.192
F 10.088 -2.775 2.957
H -7.419 4.637 -1.874
H 0.407 -5.286 -5.184
O 1.545 -7.094 0.931
H -3.432 3.806 -0.963
O 2.253 -6.964 3.655
O 9.231 -2.045 0.319
F -1.706 -7.153 -0.543
F 1.131 8.697 3.988
F 0.443 -5.823 5.771
C -6.743 3.822 -1.616
F -2.319 -6.770 1.493
H 0.216 3.765 2.593
O -1.628 5.962 7.313
F 0.645 3.539 -5.332
N -1.616 6.014 4.742
C 0.514 1.807 2.205
S 5.286 2.706 -4.822
H -7.549 -5.363 5.458
C 0.661 -3.796 -7.557
S 9.835 -3.313 0.414
F 12.072 -2.612 1.908
H 3.046 3.805 1.373
O 0.290 -4.988 0.353
N -6.662 -3.556 4.504
F 1.023 5.618 -4.691
H 4.541 1.763 2.710
C -1.654 -2.957 -6.948
*
```

Calculated values
**LUMO level**: -0.0846 hartree
**M**: 1537.28 g mol⁻¹
**Total energy**: -234693.459 eV
**HOMO-LUMO gap**: 0.1599 hartree

No. 3
Density functional theory data (ωB97M-V/def2-TZVPD) for a molecular structure, C28H56N14NbO6P2S.

The geometry in ORCA input format:
```
! RIJCOSX wB97M-V def2-TZVPD def2/J DEFGRID3
* xyz -1 1
H 3.534 -4.521 -2.654
C 1.664 1.010 -0.913
N 0.680 3.898 -5.383
N 1.683 4.584 5.097
N -1.131 9.315 4.548
H 2.565 1.709 -0.947
C -1.984 7.443 6.298
O -0.271 4.271 1.945
C 1.919 2.575 1.953
C -0.468 3.826 -5.479
C -6.987 -1.621 -0.921
Nb 1.193 0.524 1.237
C -2.998 5.121 7.892
C -0.969 1.222 0.929
H 0.220 -9.986 1.564
H -4.831 -4.698 3.405
H 1.377 -1.981 4.465
C 2.011 -0.236 -1.836
H 1.544 -9.570 2.673
H 1.821 -4.301 -2.235
N 1.860 -1.121 4.159
H -6.406 -2.420 -1.380
N -2.687 6.064 7.282
C 2.764 -6.306 -6.775
P 0.737 -0.012 3.763
N 2.504 -7.384 -1.635
C 1.701 5.649 4.650
H -4.367 -3.037 3.829
H -2.235 3.780 -6.654
C 1.853 -8.965 0.661
H -3.167 4.058 9.722
C 2.536 -4.951 -2.745
H -2.417 4.557 -5.067
H 1.738 -10.907 1.520
H 2.655 -6.487 -5.705
H 3.128 -0.412 -1.995
H 3.490 0.232 2.410
H 1.297 -2.088 1.189
C 2.362 1.135 -4.115
H 3.359 -7.107 -7.213
H -4.469 3.740 8.556
H 1.514 -1.206 -1.550
O 2.320 2.481 -3.619
C 6.093 1.102 -2.154
H 3.036 2.655 1.732
N -4.608 -3.109 0.660
H 1.838 2.642 3.094
N 1.358 -2.908 -4.992
C 0.206 -2.969 -5.107
H -6.461 -0.676 -1.056
H 2.269 -5.012 -3.799
H -3.061 7.364 6.232
H -2.965 1.941 -0.741
H -1.081 2.229 0.429
H -0.567 -0.590 3.905
H -1.515 6.496 6.047
H -1.464 1.238 1.959
C 1.724 7.024 4.082
C -1.501 8.516 5.301
H -1.693 7.749 7.300
C -4.792 -3.342 1.774
O -3.307 1.026 -0.708
C 2.512 -6.314 -2.136
H -6.064 -3.421 3.470
H 3.802 0.360 0.821
N 3.217 -0.174 1.493
C -1.273 -3.025 -5.239
H 6.947 1.687 -2.497
C 5.281 1.905 -1.202
H -2.856 3.041 8.299
N 2.274 -8.225 -0.147
H -2.295 2.789 -5.180
H -1.554 -2.965 -6.291
H -7.088 -1.823 0.145
H 1.316 -0.844 -3.922
N 0.555 -1.452 0.838
C -8.334 -1.547 -1.553
H 1.840 5.137 1.551
C 1.421 -6.258 -7.421
C 1.450 0.108 -3.313
H 3.281 -5.357 -6.923
O -2.729 -1.163 0.756
H -1.647 -3.961 -4.823
H 0.421 0.594 -3.213
H 0.824 1.176 4.580
N 0.379 -6.217 -7.918
H -3.394 -1.580 0.142
H 2.721 7.454 4.190
C -5.029 -3.644 3.210
O -1.288 -0.415 -1.376
N 4.650 2.528 -0.464
H -1.723 -2.190 -4.700
H 6.453 0.197 -1.664
H -0.266 -1.718 1.409
C -1.947 3.732 -5.603
H 1.006 7.653 4.610
H 5.484 0.823 -3.015
H 3.412 0.710 -4.152
H 1.558 2.939 -4.032
S 1.042 4.016 1.289
H 1.461 6.996 3.025
C 1.304 -9.917 1.668
N -9.378 -1.490 -2.042
P -2.005 0.055 -0.137
O 0.814 4.004 -0.169
H 0.803 1.593 -1.349
H 1.961 1.173 -5.187
C -3.398 3.914 8.666
*
```

Calculated values
**LUMO level**: 0.0648 hartree
**M**: 871.77 g mol⁻¹
**Total energy**: -94041.384 eV
**HOMO-LUMO gap**: 0.2094 hartree

No. 4
Density functional theory data (ωB97M-V/def2-TZVPD) for a molecular structure, C28H56NO16S5.

The geometry in ORCA input format:
```
! RIJCOSX wB97M-V def2-TZVPD def2/J DEFGRID3
* xyz 1 1
C -4.067 -4.015 3.686
S 1.303 -3.589 -2.156
N -0.372 -0.008 -0.485
O 0.074 -4.274 -2.651
C 2.569 -3.879 -3.310
H -5.054 -2.922 1.939
C -3.743 -4.463 2.338
H 2.906 -2.259 4.092
C -4.565 -3.717 1.282
H -0.070 -3.717 4.582
O -2.819 -0.599 2.648
H 2.095 0.287 -3.644
C -0.569 3.380 1.109
H 4.287 1.983 0.636
H 5.267 3.431 0.763
C 3.872 2.341 -2.213
H -1.089 -2.913 3.448
H 3.031 -6.113 -1.583
O -2.521 -4.377 1.966
H 2.096 3.160 -5.319
H -0.210 1.745 -6.245
O 1.707 -3.739 2.338
H -4.860 1.271 4.293
S 2.438 2.948 -1.406
O 1.689 1.902 -0.983
O -0.886 2.858 -0.078
C -3.285 1.984 2.888
H 1.592 -0.669 5.739
H -0.934 4.056 -1.820
H 1.210 -4.731 -0.244
C 2.098 -4.202 -0.748
C -4.758 2.087 3.488
C 3.361 3.786 -0.121
H 3.677 1.206 -2.451
C 0.373 1.958 -5.513
H -5.764 2.573 1.676
C 3.369 -4.845 -1.285
O 1.163 -2.165 -2.046
O -0.085 2.663 1.997
H 2.673 3.874 0.744
O -0.570 -0.437 -5.158
C -0.163 -1.719 4.968
C -1.224 5.154 0.063
H 2.650 0.563 -6.540
H 2.494 -4.934 -3.595
C 1.113 -0.894 4.692
H 0.533 -0.175 -1.029
H 0.011 0.590 0.248
H 0.666 -0.158 4.037
C -2.392 -3.632 0.860
H -0.816 0.503 -1.041
H 5.673 1.881 -1.258
H -4.919 -4.413 0.709
H 3.736 0.871 -5.444
S 0.918 -2.590 2.729
O -0.775 4.585 1.284
S -3.486 0.489 1.915
H -0.531 7.242 0.092
O 1.836 3.951 -2.244
C 1.854 0.100 -4.594
H -0.202 2.607 -4.862
H 4.144 -5.132 -0.553
O 0.287 -1.737 1.819
C 1.883 2.282 -5.759
O -1.321 -3.581 0.214
H -5.529 -0.644 2.462
H -0.073 -2.164 5.954
H 2.192 -0.873 -5.161
H 2.756 -3.077 -3.894
H 5.781 3.458 -1.611
H 3.773 4.707 -0.322
H -2.576 1.703 3.636
C -0.247 -2.959 3.996
H -3.219 2.789 2.138
H 0.828 6.023 -0.164
C -0.288 6.262 -0.450
H 2.291 2.675 -6.792
C 2.049 -1.589 3.741
H -3.500 -4.633 4.506
H -2.172 5.520 0.210
H 2.581 -1.011 3.105
C -5.219 0.177 1.980
H 4.598 -4.251 -2.881
O -3.031 0.772 0.555
H 4.016 2.927 -3.225
H 3.978 -2.997 -1.948
H -0.326 6.487 -1.480
H -2.412 3.688 -1.096
C 4.579 2.969 0.146
C 2.611 0.901 -5.616
H -3.927 -3.058 4.014
H -0.827 -0.654 -0.204
O -3.495 -3.225 0.463
H -5.117 2.939 3.981
O -0.292 1.075 -3.176
H -5.102 -4.229 3.872
C -1.436 3.864 -0.821
H 2.522 -3.294 -0.069
H -1.106 -1.212 4.892
H -6.806 1.695 2.825
C 3.861 -3.958 -2.426
C -5.765 1.653 2.408
H -4.107 -5.629 2.372
S 0.141 0.603 -4.472
C 5.094 2.650 -1.336
H -5.639 0.186 1.021
*
```

Calculated values
**LUMO level**: -0.0598 hartree
**M**: 823.08 g mol⁻¹
**Total energy**: -118350.281 eV
**HOMO-LUMO gap**: 0.3763 hartree